No. 1
Computed, not measured: 11 unconnected molecules or ions with the total composition C5H36N3O10 at a distorted geometry, with ωB97M-V/def2-TZVPD.

The energy above the lowest of the compared OMol25 structures with the same formula, charge and spin is 4.565 eV. The LUMO energy is -2.360 eV. The total energy is -30707.05583 eV. Its spin multiplicity is 1. As for the HOMO energy: -11.9 eV. Its total charge is +1. As for the HOMO-LUMO gap: 9.500 eV.

Element x y z (Å)
N: 0.52422 -2.48239 -2.01378
C: 0.08476 -1.56579 -3.05860
C: -0.20832 -0.16664 -2.53448
N: -0.56571 -0.29661 -1.09021
C: 0.26709 0.48176 -0.15213
C: -0.08120 0.25107 1.47419
N: 0.95203 -0.50221 2.24555
C: 0.62922 -1.90300 2.51060
H: -0.27686 -2.90443 -1.40494
H: 1.09525 -3.21059 -2.43071
H: 0.98271 -1.91147 -1.26289
H: 0.85710 -1.52929 -3.80897
H: -0.71257 -2.04477 -3.68745
H: 0.67567 0.58648 -2.65791
H: -0.98951 0.32623 -3.08611
H: -1.57826 -0.12232 -0.97559
H: 1.28981 0.06785 -0.14335
H: 0.07384 1.54976 -0.32948
H: -0.07187 1.32896 1.80422
H: -1.05442 -0.20099 1.43750
H: 0.91479 -0.05699 3.15806
H: 0.06622 -2.02418 3.44129
H: 1.59084 -2.39967 2.67272
H: 0.39812 -2.53172 1.65237
H: -3.54558 0.47172 3.67554
H: -2.32900 1.26714 3.85366
O: -2.58872 0.34200 3.75763
H: 3.06554 0.83521 -0.77620
H: 3.59590 -0.00772 0.37055
O: 3.48644 -0.01918 -0.59649
H: -2.53431 -3.53886 -1.13768
H: -1.55084 -3.18697 -0.17137
O: -1.64250 -3.83642 -0.88711
H: -4.73423 1.72152 1.04557
H: -3.33133 2.50594 0.86805
O: -3.87305 1.73593 0.62741
H: -3.42005 -1.01433 -0.16798
H: -3.73876 0.02635 -1.23666
O: -3.39606 -0.86915 -1.11947
H: 0.56958 3.22774 -2.47774
H: -0.58970 4.09527 -1.73018
O: -0.36554 3.35216 -2.28978
H: 2.43755 0.50756 2.46421
H: 3.88718 0.65778 2.86557
O: 3.32766 0.31395 2.14936
H: -1.68127 2.74626 1.20091
H: -2.08903 3.99752 0.41962
O: -2.04285 3.63837 1.31466
H: 3.62587 3.30752 -1.25648
H: 2.71200 3.73692 -0.08917
O: 2.70902 3.28916 -0.95574
H: 3.47020 -2.28031 -1.00043
H: 2.97131 -2.92015 0.22737
O: 2.73158 -2.84197 -0.70749

No. 2
Computed, not measured: 12 unconnected molecules or ions with the total composition C5H36NO12 at a distorted geometry, with ωB97M-V/def2-TZVPD.

The energy above the lowest of the compared OMol25 structures with the same formula, charge and spin is 3.766 eV. The LUMO energy is -2.677 eV. The total energy is -31822.95333 eV. Its spin multiplicity is 1. As for the HOMO energy: -13.4 eV. Its total charge is +1. As for the HOMO-LUMO gap: 10.721 eV.

Element x y z (Å)
C: -0.75833 0.70653 -3.96462
O: -1.33933 2.00921 -3.77625
C: -0.49798 0.03116 -2.60957
C: -1.40026 -1.16464 -2.26395
C: -2.94926 -0.75545 -2.32747
C: -1.05898 -1.95966 -1.00085
N: -0.75739 1.00245 -1.50589
H: -1.39660 0.21942 -4.71743
H: 0.10441 0.92456 -4.61298
H: -2.25337 1.92730 -4.09020
H: 0.58362 -0.14604 -2.60265
H: -1.23392 -1.80527 -3.13695
H: -3.01697 0.22884 -2.76419
H: -3.28861 -0.98789 -1.30432
H: -3.37740 -1.49840 -2.98738
H: -0.73641 -2.99072 -1.20470
H: -0.40918 -1.52194 -0.24927
H: -2.04502 -2.25124 -0.63394
H: -1.58294 0.78630 -0.92960
H: 0.03917 1.01586 -0.85564
H: -0.87915 1.97513 -1.97127
H: 3.80951 1.40833 -0.49539
H: 4.60827 0.29506 -0.32630
O: 3.67526 0.51209 -0.13194
H: -2.20203 1.74141 1.77622
H: -3.34533 2.41794 2.50507
O: -2.68516 2.56594 1.82844
H: -1.35949 1.29166 4.72327
H: -2.69234 0.73875 4.31789
O: -1.74710 0.57792 4.20122
H: 3.45067 0.58009 1.86340
H: 3.51604 -0.56369 2.69941
O: 3.47444 0.40026 2.83365
H: 2.27784 2.68334 0.26421
H: 0.98155 2.33051 1.09334
O: 1.38452 2.34702 0.22698
H: -1.12321 0.04905 2.75812
H: -0.51900 -0.87312 1.70624
O: -1.16701 -0.15644 1.77576
H: 2.01789 -4.42820 0.71029
H: 2.97349 -4.53341 -0.49628
O: 2.24091 -4.02432 -0.13153
H: 0.72761 1.40547 3.23267
H: 1.84934 0.61636 3.77646
O: 0.87594 0.67024 3.82518
H: -1.17224 3.52901 0.01535
H: -1.59425 4.39850 -1.12718
O: -1.40963 3.46817 -0.92618
H: 0.72340 -3.45638 3.42258
H: 2.22148 -3.87717 3.68124
O: 1.59794 -3.51734 3.04177
H: 2.33899 -2.12139 -1.40498
H: 2.64214 -0.87537 -0.66723
O: 1.88351 -1.34577 -1.06262

No. 3
Computed, not measured: 13 unconnected molecules or ions with the total composition C5H36NO13S at a distorted geometry, with ωB97M-V/def2-TZVPD.

The energy above the lowest of the compared OMol25 structures with the same formula, charge and spin is 3.275 eV. The LUMO energy is 2.665 eV. The total energy is -44711.68124 eV. Its spin multiplicity is 1. As for the HOMO energy: -5.9 eV. Its total charge is -1. As for the HOMO-LUMO gap: 8.585 eV.

Element x y z (Å)
C: -2.70529 -0.84610 2.05481
C: -1.26556 -1.18399 1.56458
C: -0.74680 -2.19436 2.62251
C: 0.61715 -2.84345 2.37294
S: 0.40277 -4.48469 1.59806
N: -0.42991 -0.01079 1.47766
C: 0.29492 0.35725 0.19152
O: 1.64735 0.54084 0.37307
H: -3.24250 -1.63926 2.58159
H: -2.60509 0.06775 2.64933
H: -3.35973 -0.52251 1.23527
H: -1.48711 -1.74849 0.65345
H: -0.99950 -1.82409 3.62453
H: -1.47524 -3.00747 2.58353
H: 1.05436 -3.02021 3.35732
H: 1.37343 -2.19089 1.95459
H: 0.57003 -4.15109 0.31366
H: 0.27958 0.04054 2.19174
H: 0.06756 -0.35464 -0.61179
H: -0.17738 1.32343 -0.05774
H: 1.27593 -2.53302 -1.62439
H: 1.84054 -2.10527 -0.47332
O: 2.15776 -2.66082 -1.18248
H: 0.07743 1.35109 -2.66877
H: 1.37399 0.47065 -2.82434
O: 0.45816 0.61788 -3.19777
H: -0.60875 1.74963 -2.23364
H: -1.84862 1.35828 -1.38405
O: -1.49827 1.30126 -2.30089
H: -0.76581 0.91872 -4.90708
H: -1.59582 1.58661 -3.89844
O: -1.68017 0.90809 -4.60065
H: 2.18373 1.63506 2.56796
H: 0.77681 1.86958 3.25389
O: 1.44281 2.26596 2.67299
H: -2.46726 -0.31691 -2.89911
H: -2.71518 -0.61095 -1.42358
O: -2.67252 -1.03959 -2.29344
H: -1.56250 1.39495 0.93851
H: -2.32541 2.63462 1.68158
O: -2.16604 2.15886 0.84417
H: 1.16508 3.11213 1.13148
H: 1.98330 4.36838 0.87133
O: 1.11852 3.97983 0.70513
H: 0.13883 -0.95230 -2.58258
H: -1.09625 -1.88852 -2.43334
O: -0.11197 -1.89518 -2.47949
H: 2.18842 -0.04026 1.68975
H: 3.61509 -0.33585 2.26594
O: 2.72384 -0.15354 2.56487
H: 0.98956 2.01558 -0.79267
H: 0.55281 3.36674 -1.31922
O: 0.79897 2.49634 -1.63948
H: 2.56320 0.73032 -0.99790
H: 3.00951 -0.50857 -1.85021
O: 2.86722 0.44241 -1.91144